1.
Molecular formula: C13H11ClN2
Method: DFT, wB97M-V/def2-TZVPD

Computed properties:
E_HOMO in eV: -7.686
Structure (SMILES): Cc1cc(Cl)n(C)c2nc3ccccc3c1-2
Relative energy (zero: lowest compared OMol25 entry of this formula, charge and spin) in kcal per mole: 0.0
Orbital gap in eV: 7.727

ORCA input file:
```
! wB97M-V def2-TZVPD RIJCOSX def2/J DEFGRID3
* xyz 0 1
Cl -3.98 2.08 -1.37
N 0.30 -0.81 -1.66
C -0.53 0.05 -1.09
C -2.13 1.65 0.52
C -0.15 0.28 0.24
C -2.47 1.42 -0.80
C -0.88 1.07 1.07
C 3.08 -2.41 0.34
C 2.87 -1.67 1.55
C 2.28 -2.16 -0.78
C 1.85 -0.69 1.61
C 1.25 -1.21 -0.71
C 1.04 -0.52 0.48
N -1.62 0.75 -1.66
C -0.53 1.25 2.51
C -1.91 0.63 -3.09
H -2.83 2.16 1.14
H 3.86 -3.13 0.31
H 3.58 -1.70 2.36
H 2.47 -2.67 -1.71
H 1.74 -0.11 2.51
H -1.25 1.93 2.94
H 0.48 1.65 2.68
H -0.61 0.32 3.05
H -0.96 0.60 -3.62
H -2.42 1.51 -3.51
H -2.54 -0.27 -3.30
*
```


2.
Molecular formula: C13H11ClN2O3S
Method: DFT, wB97M-V/def2-TZVPD

Computed properties:
E_HOMO in eV: -8.693
Structure (SMILES): O=S(=O)(c1ccc(Cl)cc1)c1ccc(C2=NCCN2)o1
Relative energy (zero: lowest compared OMol25 entry of this formula, charge and spin) in kcal per mole: 70.8
Orbital gap in eV: 8.650

ORCA input file:
```
! wB97M-V def2-TZVPD RIJCOSX def2/J DEFGRID3
* xyz 0 1
O -1.23 2.64 -2.16
O 1.14 3.25 -2.26
Cl 1.16 -3.29 -4.89
N -0.01 -0.47 3.92
O -0.48 0.99 0.58
C -0.56 -0.17 2.79
C 1.29 1.43 1.93
C 1.43 2.17 0.67
C 0.06 0.77 1.82
C 0.41 1.76 -0.15
C 1.68 -1.41 -3.03
C -0.06 -0.89 -4.58
C 1.52 -0.14 -2.43
C -0.29 0.33 -3.94
C 0.92 -1.77 -4.11
C 0.50 0.67 -2.85
N -1.84 -0.73 2.64
C -0.96 -1.37 4.64
C -2.27 -1.29 3.92
S 0.15 2.20 -1.89
H 2.00 1.28 2.77
H 2.27 2.82 0.41
H 2.47 -2.11 -2.69
H -0.66 -1.17 -5.48
H 2.19 0.19 -1.63
H -1.05 0.99 -4.39
H -2.48 -0.38 1.91
H -1.05 -1.07 5.69
H -0.57 -2.39 4.54
H -2.75 -2.27 3.81
H -2.96 -0.58 4.43
*
```


3.
Molecular formula: C13H11EuF7GaO2S
Method: DFT, wB97M-V/def2-TZVPD

Computed properties:
E_HOMO (alpha / beta) in eV: -10.987 / -10.987
Relative energy (zero: lowest compared OMol25 entry of this formula, charge and spin) in kcal per mole: 0.0
Orbital gap (alpha / beta) in eV: 4.975 / 5.136

ORCA input file:
```
! wB97M-V def2-TZVPD RIJCOSX def2/J DEFGRID3
* xyz 1 8
C 2.52 3.93 1.49
C 1.92 2.96 1.03
Ga 1.25 1.22 0.13
C 2.82 0.29 -0.86
C 2.43 -1.16 -1.39
C 3.56 -2.17 -0.91
F 4.84 -1.62 -1.28
C -0.29 1.78 -1.16
F -0.38 3.16 -1.33
F -0.03 1.21 -2.43
C -1.60 1.14 -0.56
C -2.46 1.97 0.36
C -3.67 1.27 0.93
C -3.94 -0.17 0.57
C -3.09 -0.97 -0.36
C -3.37 -2.45 -0.77
F -3.13 -3.31 0.32
F -2.50 -2.87 -1.79
F -4.69 -2.56 -1.21
C -1.88 -0.28 -0.93
S 0.59 -0.26 1.81
O 1.60 -0.07 2.98
O -0.76 -0.02 2.38
F 0.60 -1.90 1.33
H 3.32 4.69 1.68
H 3.62 0.18 -0.07
H 3.10 1.00 -1.69
H 2.50 -1.16 -2.52
H 1.39 -1.51 -1.13
H 3.44 -3.19 -1.37
H 3.59 -2.30 0.22
H -2.23 3.04 0.64
H -4.33 1.83 1.64
H -4.84 -0.66 1.04
H -1.16 -0.82 -1.62
Eu 1.27 -0.22 4.82
*
```


4.
Molecular formula: C13H11F8N4O5ReS
Method: DFT, wB97M-V/def2-TZVPD

Computed properties:
E_HOMO (alpha / beta) in eV: -13.127 / -12.974
Relative energy (zero: lowest compared OMol25 entry of this formula, charge and spin) in kcal per mole: 0.0
Orbital gap (alpha / beta) in eV: 6.772 / 6.601

ORCA input file:
```
! wB97M-V def2-TZVPD RIJCOSX def2/J DEFGRID3
* xyz 1 2
Re 0.25 0.34 0.40
C -0.17 -1.34 4.34
C -0.32 -1.05 2.89
N 0.41 -0.03 2.32
O 1.17 0.62 3.22
C -1.13 -1.68 1.99
C -2.08 -2.79 2.20
N -1.03 -1.14 0.66
O -1.71 -1.69 -0.21
H 0.86 -1.58 4.58
H -0.81 -2.17 4.63
H -0.45 -0.46 4.93
H 1.60 1.35 2.75
H -2.11 -3.09 3.24
H -1.79 -3.65 1.59
H -3.07 -2.50 1.87
F -0.91 2.97 0.09
C -1.20 1.85 0.85
F -1.09 2.25 2.15
C -2.69 1.55 0.60
F -3.45 2.61 0.80
F -2.85 1.13 -0.66
F -3.09 0.57 1.42
F 4.35 2.30 -1.22
C 3.76 1.14 -1.40
F 2.78 1.28 -2.30
F 4.61 0.23 -1.81
S 3.03 0.59 0.20
O 2.23 -0.63 -0.10
O 4.09 0.48 1.14
O 1.97 1.62 0.52
N 0.24 -3.10 -4.92
C 0.13 -2.08 -4.41
C 0.00 -0.80 -3.77
C -0.22 0.36 -4.51
C -0.33 1.56 -3.83
C -0.22 1.57 -2.45
N -0.02 0.45 -1.74
C 0.09 -0.72 -2.40
H -0.31 0.32 -5.58
H -0.50 2.49 -4.35
H -0.29 2.49 -1.89
H 0.26 -1.61 -1.81
*
```


Record order is preserved below.
Total energy: -1071.682349; -1695.517903; -4384.307834; -2372.261271 Ha